The following is a DFT calculation (ωB97M-V/def2-TZVPD) of C16H21AsO6PtSSi2 as an isolated structure in a non-equilibrium geometry.

Results
HOMO level: -9.8612 eV
Relative energy (zero: lowest compared OMol25 entry of this formula, charge and spin): 0.0 kcal/mol
HOMO-LUMO gap: 0.3132 Ha
Multiplicity: 1

XYZ file:
```
48
Properties=species:S:1:pos:R:3:forces:R:3:lowdin_charge:R:1
Pt 0.2122 -0.8080 0.4064 -0.55 -1.13 -0.18 0.964
C -0.2888 1.4523 -2.3358 0.01 -0.05 0.01 -0.163
Si -0.0214 1.3239 -0.4956 0.06 0.36 0.13 0.526
C 1.6062 2.0977 -0.0050 -0.03 0.03 -0.01 -0.176
C -1.5073 2.0264 0.4065 -0.03 -0.07 0.00 -0.285
C -1.9245 3.3320 0.1363 0.01 0.04 -0.01 -0.095
C -3.0379 3.8692 0.7610 -0.06 -0.05 0.07 -0.075
C -3.7627 3.0984 1.6621 0.03 0.05 -0.05 -0.075
C -3.3625 1.8012 1.9362 0.00 -0.04 0.03 -0.090
C -2.2361 1.2499 1.3209 0.05 0.00 -0.05 -0.283
Si -1.6851 -0.4900 1.7523 0.03 0.08 0.01 0.534
C -2.8920 -1.8094 1.2485 -0.03 0.03 0.01 -0.178
C -1.1722 -0.6181 3.5312 0.03 -0.02 0.00 -0.193
H -0.8677 2.3654 -2.5020 0.03 0.01 -0.06 0.038
H -0.8541 0.6191 -2.7507 -0.05 0.01 0.04 0.028
H 0.6517 1.5346 -2.8811 0.01 0.02 0.03 0.033
H 1.6232 3.1461 -0.3185 -0.02 0.01 0.00 0.041
H 2.4367 1.5915 -0.5033 -0.01 -0.03 0.01 0.020
H 1.7668 2.0580 1.0723 0.01 -0.01 0.01 0.038
H -1.3785 3.9479 -0.5713 0.02 -0.01 -0.01 0.104
H -3.3463 4.8839 0.5457 0.01 0.01 -0.01 0.106
H -4.6377 3.5094 2.1486 0.00 0.01 0.00 0.106
H -3.9390 1.2127 2.6426 0.00 0.00 0.01 0.106
H -3.8502 -1.6311 1.7454 0.00 -0.01 0.01 0.040
H -2.5344 -2.7971 1.5435 0.02 0.00 0.01 0.043
H -3.0547 -1.8089 0.1716 -0.01 0.02 0.00 0.029
H -2.0335 -0.4392 4.1807 -0.02 0.02 -0.01 0.040
H -0.4024 0.1170 3.7673 0.00 0.00 0.01 0.040
H -0.7705 -1.6076 3.7484 0.00 0.00 -0.01 0.035
O 1.0257 -3.9882 0.8073 -0.10 -0.04 0.05 -0.238
As 2.1876 -2.7319 1.0757 0.03 0.05 -0.14 0.868
O 3.5513 -3.1997 1.7899 0.10 -0.04 0.05 -0.411
O 1.3230 -1.4748 1.9238 0.29 0.35 0.19 -0.587
C 2.5317 -1.8592 -0.6711 -0.07 -0.01 -0.01 -0.255
C 3.8241 -1.3369 -0.6467 0.09 0.05 -0.04 -0.088
C 4.3297 -0.5852 -1.6977 0.01 -0.03 0.08 -0.054
C 3.5396 -0.3330 -2.8022 -0.04 0.02 -0.05 -0.052
C 2.2504 -0.8396 -2.8572 0.03 0.00 -0.02 -0.073
C 1.7312 -1.5960 -1.8109 -0.05 0.13 -0.01 -0.288
S 0.0581 -2.2117 -2.1388 -0.22 -0.14 0.28 0.535
O 0.0721 -3.6085 -1.7724 0.00 0.09 0.06 -0.286
O -0.2788 -1.8672 -3.4835 0.04 -0.09 0.00 -0.266
O -0.8862 -1.4344 -1.1822 0.39 0.45 -0.45 -0.510
H 0.6512 -3.9749 -0.0991 0.04 -0.03 0.01 0.003
H 4.4509 -1.5502 0.2112 -0.04 -0.03 0.03 0.104
H 5.3429 -0.2099 -1.6457 0.00 0.01 -0.01 0.115
H 3.9198 0.2466 -3.6329 0.01 0.00 0.00 0.115
H 1.6386 -0.6726 -3.7320 -0.04 -0.02 0.02 0.112
```
Forces are in eV/Å.

The following is a DFT calculation (ωB97M-V/def2-TZVPD) of C16H21AuN3OSeTe as an isolated structure in a non-equilibrium geometry.

Results
HOMO level (spin up / spin down): -17.0719 / -17.0716 eV
Relative energy (zero: lowest compared OMol25 entry of this formula, charge and spin): 19.9 kcal/mol
HOMO-LUMO gap (spin up / spin down): 0.1445 / 0.1444 Ha
Multiplicity: 1
Total charge: +3

XYZ file:
```
44
Properties=species:S:1:pos:R:3:forces:R:3:lowdin_charge:R:1
Au 0.2695 1.6955 -0.2550 0.68 -0.46 1.06 0.581
O -0.5107 3.6636 -1.9277 -0.11 0.02 -0.09 -0.210
C 0.5869 4.5630 -2.0608 0.02 0.22 0.01 -0.154
C 1.8969 3.8972 -1.7301 0.07 0.20 -0.15 -0.240
C 3.0649 4.5549 -2.0938 -0.08 0.03 0.05 0.032
C 4.2911 4.0337 -1.7362 0.06 0.00 -0.03 0.028
C 4.3343 2.8340 -1.0348 0.01 -0.02 0.09 0.001
C 3.1500 2.2199 -0.7137 0.08 -0.11 -0.08 -0.107
N 1.9510 2.7449 -1.0510 -0.24 0.14 -0.29 -0.083
H -1.3252 4.1781 -2.0220 0.05 -0.04 0.05 0.124
H 0.4592 5.4083 -1.3736 0.01 -0.05 -0.08 0.157
H 0.6440 4.9617 -3.0787 -0.03 -0.06 0.09 0.150
H 2.9981 5.4832 -2.6439 -0.01 0.05 -0.02 0.145
H 5.2041 4.5498 -2.0027 0.01 -0.01 -0.02 0.143
H 5.2709 2.3836 -0.7399 0.01 -0.01 0.02 0.135
H 3.1326 1.2830 -0.1779 0.01 -0.09 0.06 0.113
C 1.1480 -2.0497 2.6305 -0.03 0.09 -0.03 0.028
N -0.3016 -2.0270 2.4158 0.00 1.04 -0.26 -0.052
C -1.0648 -0.9212 2.1708 -0.31 -1.79 0.07 -0.682
Se -0.5403 0.8104 2.0043 -0.25 1.15 -1.28 0.866
N -2.3663 -1.3402 2.1170 0.58 0.87 0.28 0.142
C -2.4484 -2.6771 2.3194 1.03 -0.73 0.09 -0.142
C -3.5323 -3.5567 2.3561 0.15 -0.15 0.06 0.025
C -3.2152 -4.8735 2.5609 0.77 -0.30 0.09 0.008
C -1.8492 -5.3298 2.7236 -0.88 0.22 -0.12 0.007
C -0.7826 -4.4744 2.6938 -0.19 0.12 0.05 0.027
C -1.0956 -3.1236 2.4940 -1.26 -0.15 -0.09 -0.130
H 1.5028 -1.0258 2.7262 0.02 -0.12 0.01 0.067
H 1.6337 -2.5426 1.7908 0.02 -0.03 0.02 0.114
H 1.3521 -2.5940 3.5514 0.02 0.05 -0.04 0.122
H -3.1477 -0.6965 2.0842 0.05 -0.04 -0.08 0.180
H -4.5528 -3.2217 2.2485 -0.06 0.01 -0.03 0.134
H -4.0079 -5.6083 2.6020 0.03 -0.02 0.03 0.131
H -1.6781 -6.3862 2.8729 -0.03 -0.03 0.01 0.130
H 0.2310 -4.8232 2.8172 0.07 -0.02 0.02 0.130
C -0.0841 -1.2917 -2.3676 0.12 -0.10 0.08 -0.355
Te -0.1919 0.7824 -2.7177 -0.30 0.03 0.69 1.573
C -2.2975 0.8522 -2.6213 -0.04 0.07 -0.05 -0.330
H -0.5975 -1.5316 -1.4398 -0.03 0.02 -0.02 0.018
H 0.9605 -1.5904 -2.3301 0.01 0.01 0.00 0.029
H -0.5742 -1.7842 -3.2069 -0.04 0.01 -0.08 0.044
H -2.6731 0.2704 -3.4615 0.01 -0.05 -0.09 0.046
H -2.6204 1.8837 -2.7101 0.02 0.05 -0.02 0.024
H -2.6243 0.4162 -1.6827 0.02 -0.04 0.03 0.029
```
Forces are in eV/Å.